No. 1
Computed, not measured: one molecule with the formula CH2N2OS2 at a distorted geometry, with wB97M-V/def2-TZVPD.

Output
SMILES: NC(=S)SN=O
E_HOMO (eV): -8.895
E_LUMO (eV): -0.442
2S+1: 1
Calculated total energy (eV): -27764.748

Cartesian coordinates (Å):
N  1.06191  0.85689  -0.02506
C  0.64347  -0.39073  0.16625
S  1.21716  -1.34114  1.34583
S  -0.63898  -1.07506  -0.95938
N  -2.19641  -0.75377  -0.59165
O  -2.58934  0.05709  0.20904
H  0.73381  1.45614  -0.76245
H  1.76838  1.19058  0.61741

Atom charges from the Mulliken analysis, given in e for atoms 1 to 2:
1. N -0.374
2. C 0.379

***

No. 2
Computed, not measured: a 2-piece molecular cluster, CH2N2OS2 overall at a distorted geometry, with wB97M-V/def2-TZVPD.

Output
E_HOMO (alpha / beta) (eV): -8.004 / -8.002
E_LUMO (alpha / beta) (eV): -0.968 / -0.969
2S+1: 1
Calculated total energy (eV): -27761.824

Cartesian coordinates (Å):
C  -0.86588  -0.66642  -0.58010
N  1.07956  0.78652  0.73943
N  0.64664  -0.31787  0.96678
O  1.96013  1.45761  1.25140
S  -1.64711  -1.99529  -0.84727
S  -0.57934  0.91391  -1.09449
H  0.90331  -1.03197  1.64403
H  -1.49731  0.85350  -2.07977

Atom charges from the Mulliken analysis, given in e for atoms 1 to 2:
1. C 0.462
2. N 0.159

***

No. 3
Computed, not measured: an isolated ion of composition CH2N3O3 and charge -1 at a distorted geometry, with wB97M-V/def2-TZVPD.

Output
SMILES: N/N=[N+](\[O-])C(=O)[O-]
E_HOMO (alpha / beta) (eV): -3.544 / -3.543
E_LUMO (alpha / beta) (eV): 4.393 / 4.393
Charge: -1
2S+1: 1
Calculated total energy (eV): -11680.432

Cartesian coordinates (Å):
N  1.83719  -0.38138  0.60026
N  0.97557  0.17868  -0.31876
N  -0.38811  0.18063  0.12491
O  -0.83392  -0.32278  1.15845
C  -1.73902  0.64587  -0.85403
O  -1.90804  -0.22215  -1.66266
O  -2.19363  1.61756  -0.37541
H  2.76461  -0.60030  0.21058
H  1.48534  -1.09613  1.11668

Atom charges from the Mulliken analysis, given in e for atoms 1 to 2:
1. N -0.330
2. N -0.474

***

Q: Which value of calculated total energy does entry 1 give?
A: -27764.748 eV